{
  "formula": "C3H9NO2",
  "method": "the ωB97M-V functional and the def2-TZVPD basis",
  "homo_lumo_gap_ev": 10.9,
  "smiles": "CC(=O)O.CN",
  "charge": 0,
  "e_lumo_ev": 0.9,
  "relative_energy_kcal_mol": 12.04,
  "elements": ["C", "C", "O", "O", "H", "H", "H", "H", "C", "N", "H", "H", "H", "H", "H"],
  "positions_angstrom": [[-2.070, 1.518, -1.231], [-1.001, 1.131, -0.253], [0.034, 1.717, -0.101], [-1.358, 0.074, 0.506], [-1.654, 1.840, -2.177], [-2.665, 2.354, -0.825], [-2.824, 0.759, -1.402], [-0.577, -0.345, 0.925], [2.107, -0.894, 0.434], [0.970, -1.640, 0.990], [1.685, -0.051, -0.107], [2.807, -1.530, -0.114], [2.701, -0.469, 1.254], [0.600, -2.294, 0.305], [1.245, -2.170, 1.795]],
  "mulliken_charge": [-1.001, 0.703, -0.551, -0.468, 0.300, 0.261, 0.325, 0.440, -0.578, -0.593, 0.168, 0.289, 0.270, 0.212, 0.222]
}


{
  "formula": "C7H15ClN",
  "method": "the ωB97M-V functional and the def2-TZVPD basis",
  "homo_lumo_gap_ev": 10.9,
  "smiles": "C/C(Cl)=C/CC[NH+](C)C",
  "charge": 1,
  "e_lumo_ev": -2.6,
  "relative_energy_kcal_mol": 36.01,
  "elements": ["C", "C", "Cl", "C", "C", "C", "N", "C", "C", "H", "H", "H", "H", "H", "H", "H", "H", "H", "H", "H", "H", "H", "H", "H"],
  "positions_angstrom": [[3.235, 0.432, -0.994], [2.033, 0.267, -0.042], [1.747, -1.458, 0.450], [1.266, 1.190, 0.503], [0.116, 0.957, 1.458], [-1.236, 0.752, 0.663], [-1.112, -0.534, -0.108], [-1.629, -0.445, -1.506], [-1.811, -1.637, 0.616], [3.999, -0.243, -0.650], [3.471, 1.519, -0.803], [2.728, 0.263, -1.925], [1.529, 2.149, 0.130], [0.362, 0.034, 1.965], [0.005, 1.731, 2.178], [-1.921, 0.803, 1.451], [-1.444, 1.523, -0.076], [-0.096, -0.681, -0.096], [-1.863, -1.410, -1.847], [-0.907, -0.033, -2.173], [-2.548, 0.194, -1.509], [-1.474, -1.653, 1.628], [-2.822, -1.191, 0.673], [-1.630, -2.527, 0.014]],
  "mulliken_charge": [-1.002, 0.506, -0.220, -0.417, -0.922, -0.482, 0.378, -0.926, -0.847, 0.369, 0.303, 0.297, 0.374, 0.410, 0.508, 0.329, 0.424, -0.273, 0.386, 0.328, 0.374, 0.292, 0.416, 0.394]
}


{
  "formula": "C21H13MnN2O11S3",
  "method": "the ωB97M-V functional and the def2-TZVPD basis",
  "s2": 6.06,
  "homo_lumo_gap_ev": [6.2, 6.7],
  "charge": -2,
  "e_lumo_ev": [3.6, 3.9],
  "multiplicity": 5,
  "elements": ["Mn", "O", "C", "C", "O", "C", "C", "O", "C", "O", "O", "C", "C", "C", "C", "C", "C", "C", "S", "O", "O", "N", "C", "C", "O", "O", "H", "H", "H", "H", "H", "H", "H", "H", "H", "O", "S", "O", "N", "C", "S", "C", "C", "C", "C", "C", "C", "H", "H", "H", "H"],
  "positions_angstrom": [[2.636, -1.109, -0.234], [2.123, -5.647, 3.868], [2.186, -4.708, 3.109], [2.198, -3.252, 3.508], [2.125, -2.825, 4.644], [2.320, -2.504, 2.249], [2.353, -3.412, 1.161], [2.462, -2.913, -0.027], [2.278, -4.794, 1.603], [2.292, -5.822, 0.946], [2.408, -1.260, 2.036], [-3.044, 3.730, 0.300], [-1.640, 3.286, -0.011], [-0.836, 2.700, 0.963], [0.461, 2.309, 0.671], [0.947, 2.513, -0.609], [0.164, 3.086, -1.595], [-1.132, 3.467, -1.295], [2.678, 2.273, -0.921], [3.319, 3.217, -0.028], [2.923, 2.516, -2.326], [3.174, 0.762, -0.509], [4.647, 0.922, -0.437], [5.339, -0.419, -0.569], [6.553, -0.493, -0.624], [4.522, -1.417, -0.602], [-3.423, 3.249, 1.203], [-3.699, 3.482, -0.535], [-3.077, 4.811, 0.458], [-1.234, 2.533, 1.957], [1.095, 1.845, 1.417], [0.593, 3.235, -2.577], [-1.764, 3.891, -2.063], [4.946, 1.384, 0.507], [5.001, 1.569, -1.243], [-3.112, 0.591, -3.732], [-2.720, -0.667, -3.147], [-2.941, -1.830, -3.967], [-1.180, -0.650, -2.576], [-1.155, -0.901, -1.298], [0.192, -1.260, -0.334], [-2.491, -1.019, -0.639], [-2.775, -1.237, 0.702], [-4.106, -1.307, 1.087], [-5.132, -1.167, 0.156], [-4.843, -0.958, -1.187], [-3.518, -0.891, -1.557], [-1.964, -1.352, 1.408], [-4.354, -1.474, 2.128], [-6.163, -1.239, 0.479], [-5.632, -0.843, -1.919]],
  "lowdin_spin": [3.804, 0.016, 0.006, 0.011, 0.024, 0.006, -0.018, 0.015, -0.004, -0.005, 0.070, 0.000, 0.000, 0.000, 0.000, 0.001, 0.000, 0.000, 0.008, -0.001, 0.006, 0.030, 0.007, 0.006, 0.004, 0.008, 0.000, 0.000, 0.000, 0.000, 0.000, 0.000, 0.000, 0.001, 0.001, 0.001, 0.001, 0.001, 0.006, 0.001, -0.006, -0.001, 0.001, 0.000, 0.000, 0.000, 0.000, 0.000, 0.000, 0.000, 0.000]
}


{
  "formula": "BrHNO2S",
  "method": "the ωB97M-V functional and the def2-TZVPD basis",
  "homo_lumo_gap_ev": 7.7,
  "charge": -1,
  "e_lumo_ev": 3.6,
  "relative_energy_kcal_mol": 24.18,
  "elements": ["N", "O", "O", "S", "Br", "H"],
  "positions_angstrom": [[0.896, -0.050, -0.729], [-0.757, -1.635, -0.419], [-1.130, 0.688, 0.825], [0.047, -0.774, 0.377], [2.141, 1.185, 0.067], [-1.198, 0.585, -0.122]],
  "mulliken_charge": [-0.336, -0.495, -0.616, 0.343, -0.210, 0.314]
}